Molecular formula: C24H25BF11NO11S
Method: DFT, ωB97M-V with the def2-TZVPD basis set

Net charge   0
HOMO energy   -9.1 eV
Gap between HOMO and LUMO   5.7 eV
LUMO level   -3.39 eV

XYZ file:
```
74
Properties=species:S:1:pos:R:3:forces:R:3:lowdin_charge:R:1
C 0.87985 -2.21590 0.03521 0.469 0.606 -0.083 0.0117
C 0.37442 -0.66955 0.21909 -0.530 3.324 -0.495 -0.0531
N 0.11659 0.11240 1.31678 1.997 -4.304 -2.777 -0.0144
C 0.31198 -0.66003 2.60922 -1.252 0.830 2.915 -0.0654
C 1.84094 -0.68825 3.18562 0.411 -1.325 1.341 -0.2102
C 2.52900 -2.20506 3.03950 -0.138 -0.243 0.704 -0.0521
F 1.72501 -0.47966 4.67795 0.003 -0.163 -3.200 -0.1149
C -0.35543 1.56766 1.09876 -0.949 0.261 1.652 -0.1032
C 0.24202 2.56706 2.24696 0.816 0.910 1.120 -0.1203
C -0.90139 3.41088 3.09919 1.318 1.265 2.125 -0.1111
C -1.51079 2.56555 4.39242 -1.573 0.620 0.355 -0.0824
F -0.59331 1.73196 5.20220 -2.525 0.770 -3.152 -0.0503
C -2.95876 2.66714 4.80051 1.276 -0.016 0.162 0.0225
F -3.26970 3.83076 5.71225 -0.261 -3.534 -4.252 -0.0071
F -4.03089 1.72973 4.39829 3.439 3.004 2.925 0.0100
C -0.09270 1.91799 -0.51308 -0.659 -0.199 -0.484 -0.2188
C 1.11874 2.94845 -0.89594 0.769 0.393 -0.398 -0.1560
C 2.64302 2.43238 -0.80954 1.572 0.411 -0.271 -0.1681
C 3.14038 1.72970 0.57661 1.490 0.346 -0.037 -0.0705
C 4.81242 1.65190 0.54033 0.373 1.529 0.208 -0.1860
F 5.38812 1.89454 -0.79832 -1.643 -0.852 4.083 0.0229
F 5.35514 2.72231 1.45346 -1.441 -3.166 -2.735 -0.0092
C 5.40755 0.22422 1.08280 3.159 -0.371 -0.419 -0.1639
F 6.91000 0.35163 1.01650 -5.148 -0.807 0.386 0.0278
F 5.08019 -0.07415 2.49546 0.696 0.687 -5.059 0.0432
F 5.02987 -0.82917 0.11295 0.924 3.114 3.782 0.0389
C -1.32466 2.67420 -1.34714 -0.097 0.950 0.532 -0.0375
C -2.80167 2.58231 -0.68348 -6.726 -4.499 -4.486 -0.1653
O -3.73872 1.87670 -1.37838 6.665 5.322 5.434 0.0193
F -3.29380 3.22310 0.55641 2.327 -1.504 -3.315 -0.0200
C -0.01568 0.33863 -1.05987 -0.648 -1.764 0.909 -0.2753
C -1.46414 -0.38806 -1.48262 -0.873 0.227 1.308 -0.0464
S 0.93419 0.00967 -2.67738 -2.059 -1.910 -8.117 0.9254
O 1.00367 1.23630 -3.61680 0.681 -3.347 4.709 -0.3091
O 0.18828 -1.11080 -3.50388 3.445 3.779 4.482 -0.3161
F 2.50186 -0.69224 -2.34288 -2.766 1.786 0.016 -0.2582
H 0.30804 -2.99799 0.73193 1.129 1.981 -1.680 0.1283
H 2.04503 -2.21929 0.29053 -2.527 0.112 -0.362 0.1147
H 0.80815 -2.50771 -1.11232 -0.239 0.699 2.515 0.1171
H -0.15379 -1.75878 2.57976 1.131 2.585 -0.432 0.1644
H -0.34384 -0.08854 3.42674 1.545 -1.207 -1.633 0.1481
H 2.54246 0.16831 2.80897 -1.553 -1.664 0.696 0.1189
H 1.76647 -2.98552 2.56515 1.796 1.843 0.868 0.0784
H 3.55836 -2.18120 2.47520 -2.212 -0.002 0.901 0.0791
H 2.76352 -2.63564 4.12593 -0.569 1.268 -2.305 0.1136
H -1.48072 1.44918 1.45928 1.935 0.514 -1.472 0.1792
H 0.98139 3.40787 1.83251 -1.808 -2.031 0.580 0.1180
H 0.89010 2.01550 3.08532 -1.476 0.857 -2.018 0.1290
H -0.29732 4.31450 3.59541 -1.094 -1.842 -1.277 0.1332
H -1.71960 3.91585 2.43480 1.294 -1.470 1.379 0.1211
H 1.04409 3.96267 -0.27022 -0.154 -2.424 -1.117 0.1441
H 0.93471 3.29563 -2.02412 0.482 -1.024 2.492 0.1382
H 3.00575 1.72911 -1.70343 -1.190 1.533 1.932 0.1216
H 3.32939 3.40528 -0.93182 -1.588 -2.114 0.243 0.1525
H 2.92044 2.38885 1.54749 0.392 -1.668 -2.179 0.1370
H 2.79753 0.61251 0.69147 0.456 2.262 -0.214 0.1047
H -1.30588 2.22170 -2.45159 -0.616 0.891 2.658 0.1569
H -1.10348 3.83754 -1.50479 -0.337 -2.577 0.734 0.1543
H -1.37902 -1.57749 -1.47223 0.023 2.780 -0.258 0.0836
H -2.19779 -0.13758 -0.57441 1.473 -0.388 -2.013 0.1327
H -1.91552 0.03892 -2.47301 0.963 -0.899 1.978 0.1289
B -3.76704 -4.28215 -3.99133 -0.433 -0.344 -0.799 -0.9212
O -4.71949 -3.39962 -3.30997 0.888 0.417 1.299 0.2574
C -4.12026 -2.97220 -2.18980 -4.495 2.013 -0.089 -0.3825
O -4.63735 -2.21564 -1.38386 1.031 -0.818 -0.747 0.1385
C -2.79949 -3.53694 -2.09525 3.675 -2.213 -0.391 -0.3720
O -1.99855 -3.34397 -1.19502 -0.383 -0.070 -0.395 0.0755
O -2.56272 -4.32191 -3.15580 -0.104 1.161 1.733 0.2650
O -4.32929 -5.62523 -4.16577 0.208 0.243 -0.645 0.2408
C -4.34254 -5.87285 -5.48305 -1.914 -4.255 1.170 -0.3847
O -4.75217 -6.90951 -5.97986 0.662 1.630 0.648 0.1480
C -3.80855 -4.74355 -6.19849 1.512 2.987 -3.441 -0.3849
O -3.68539 -4.65322 -7.40931 -0.226 -0.243 1.839 0.1472
O -3.45725 -3.78120 -5.33419 -0.220 -0.650 -0.067 0.2387
```
Positions in Å, forces in eV/Å.



Molecular formula: C24H25BN9O4PtS
Method: DFT, ωB97M-V with the def2-TZVPD basis set

2S+1   6
Net charge   +2
HOMO energy (alpha / beta)   -13.6 / -13.6 eV
Relative energy (zero: lowest compared OMol25 entry of this formula, charge and spin)   11.9 kcal/mol
Gap between HOMO and LUMO (alpha / beta)   8.6 / 5.0 eV
LUMO level (alpha / beta)   -5.07 / -8.61 eV

XYZ file:
```
65
Properties=species:S:1:pos:R:3:forces:R:3:mulliken_spin:R:1
Pt -0.60411 0.18091 0.21966 -0.133 -0.200 0.523 1.9512
C 3.20004 -0.90221 1.97687 0.067 0.008 0.035 0.0060
C 2.34570 0.07407 1.48369 -0.122 0.048 -0.010 -0.0189
N 1.15240 -0.47410 1.22933 0.163 -0.148 -0.027 0.3522
N 1.21382 -1.77863 1.55377 0.086 0.040 -0.034 -0.0616
C 2.44525 -2.05967 2.00145 -0.030 -0.075 0.037 0.0008
B -0.01799 -2.73328 1.50361 -0.013 -0.067 -0.154 -0.0661
N -0.51710 -2.82886 0.01315 -0.047 -0.059 0.075 -0.0434
C -0.72373 -3.85462 -0.81338 0.047 0.005 0.116 0.0590
C -1.33436 -3.38624 -1.97430 -0.038 0.098 -0.059 0.0190
C -1.46622 -2.02753 -1.78304 -0.043 -0.057 -0.141 -0.0173
N -0.98145 -1.69688 -0.57482 0.263 0.122 0.175 0.2922
N -1.17081 -2.10681 2.28491 -0.050 0.046 0.078 -0.0296
C -2.02820 -2.70867 3.13087 -0.041 0.019 -0.026 0.0113
C -2.99653 -1.80281 3.49268 0.015 -0.030 0.008 0.0030
C -2.67492 -0.64038 2.79757 -0.055 0.013 -0.009 0.0007
N -1.57527 -0.82616 2.06894 0.074 -0.018 -0.089 0.2081
N 0.40009 -4.05647 2.07192 0.003 -0.009 -0.061 0.0011
C 0.64357 -4.35545 3.37970 0.002 -0.067 0.062 0.0000
C 1.36867 -5.51496 3.41871 -0.012 0.053 0.020 0.0003
C 1.55587 -5.85489 2.06358 -0.023 -0.029 0.032 0.0001
N 0.99143 -4.97612 1.26133 0.012 0.053 -0.095 0.0003
H 4.21753 -0.78091 2.30248 0.014 0.005 -0.002 -0.0004
H 2.50150 1.12634 1.32335 0.022 0.002 0.019 0.0043
H 2.69803 -3.05786 2.31908 0.016 -0.002 0.006 0.0001
H -0.40134 -4.83991 -0.52470 -0.003 -0.021 -0.006 0.0019
H -1.63610 -3.96520 -2.82839 -0.007 -0.007 -0.006 0.0003
H -1.87740 -1.27097 -2.43033 0.001 0.010 -0.004 0.0056
H -1.89493 -3.73917 3.40961 -0.009 -0.009 0.005 -0.0001
H -3.82082 -1.95687 4.16523 -0.004 0.004 0.012 0.0005
H -3.16976 0.31119 2.79265 0.026 -0.090 0.021 0.0068
H 0.29523 -3.72227 4.17888 0.012 -0.003 0.010 -0.0002
H 1.70707 -6.04689 4.29009 0.004 0.002 0.009 0.0000
H 2.07076 -6.70638 1.64931 0.007 -0.013 -0.006 0.0000
O -3.17117 2.11728 2.10450 -0.037 0.086 0.140 0.0577
C -2.61502 2.56942 1.14735 0.171 0.196 -0.201 0.0401
O -1.54640 2.05967 0.53713 -0.307 -0.057 -0.083 0.2537
C -3.07073 3.84862 0.50797 0.029 0.005 0.012 0.0979
C -3.99975 4.64829 1.12221 0.018 -0.066 -0.012 -0.0060
C -4.41875 5.82854 0.49681 0.005 0.031 -0.055 0.1916
C -3.91877 6.20055 -0.75636 0.005 -0.016 0.018 -0.0454
C -2.99511 5.40877 -1.39459 -0.015 0.004 0.010 0.1281
C -2.55077 4.22003 -0.75816 0.032 -0.060 0.008 0.0002
S -1.41109 3.22779 -1.48811 -0.007 0.182 -0.082 1.3650
H -4.39935 4.35183 2.08283 0.009 -0.004 0.001 0.0088
H -5.14577 6.46004 0.98947 -0.003 0.005 -0.004 0.0039
H -4.26209 7.11273 -1.22392 0.001 0.001 -0.001 0.0021
H -2.60107 5.67840 -2.36495 -0.004 0.006 -0.004 -0.0095
O 1.15421 1.95343 -0.39298 -0.091 0.245 0.120 0.1052
C 1.44428 1.22753 -1.34732 0.001 -0.395 -0.155 -0.0207
O 0.72512 0.24656 -1.71046 0.113 0.123 -0.321 0.1163
C 2.74016 1.46192 -2.11708 -0.038 0.077 0.099 0.0106
N 2.93860 0.32493 -3.10093 -0.050 -0.027 0.043 0.0001
C 3.00351 0.91715 -4.49045 -0.018 0.005 -0.028 0.0017
C 3.50369 2.32764 -4.23690 0.014 0.003 -0.021 0.0004
C 2.74532 2.73462 -2.97440 -0.005 0.042 0.007 0.0036
H 3.57014 1.44966 -1.41161 -0.011 -0.005 -0.011 0.0019
H 2.13519 -0.30818 -2.97626 0.003 -0.004 0.005 0.0015
H 3.79136 -0.19052 -2.88941 -0.028 -0.004 0.007 0.0003
H 1.98766 0.91324 -4.88238 0.011 -0.002 -0.006 -0.0005
H 3.63547 0.29559 -5.11867 0.004 0.006 0.005 0.0001
H 3.30422 2.98157 -5.08250 -0.002 0.002 0.003 -0.0002
H 4.58128 2.32665 -4.06275 0.003 -0.001 0.002 0.0003
H 1.72210 3.02483 -3.22135 0.002 -0.008 -0.008 0.0038
H 3.20766 3.56010 -2.44022 -0.008 0.007 -0.001 -0.0003
```
Positions in Å, forces in eV/Å.